Record 1
Computed, not measured: a molecular structure, Cl2H2NO2PS in a non-equilibrium geometry, with ωB97M-V/def2-TZVPD.

```
9
Properties=species:S:1:pos:R:3:forces:R:3
N -1.4390 -0.0119 0.2069 1.11 -0.84 0.65
O 0.4547 -0.5888 -1.3015 -0.07 0.52 0.78
O 0.8448 0.7946 0.9295 1.12 2.78 0.65
P 0.1445 -0.4080 0.3215 0.33 -3.82 -0.97
S 1.0119 -2.0382 1.2567 -1.60 2.45 -0.80
Cl 2.0859 -0.8190 -1.6223 0.13 -0.06 -0.31
Cl 0.4343 2.6167 0.2371 0.23 -1.47 0.43
H -1.9559 -0.4931 -0.5046 -0.55 0.37 -0.07
H -1.5812 0.9476 0.4766 -0.70 0.07 -0.35
```
Positions in Å, forces in eV/Å.

Computed properties:
HOMO-LUMO gap (alpha / beta)   0.25355 / 0.20707 hartree
Total charge   0
Total energy   -1866.2842 hartree
Energy above the lowest of the compared OMol25 structures with the same formula, charge and spin   3.036 eV
Largest force on an atom   0.07698 hartree/bohr

Mulliken population analysis, charges in e, atoms 1 to 5:
1 N -0.4470
2 O -0.2737
3 O -0.3527
4 P 0.8180
5 S -0.2677


Record 2
Computed, not measured: 2 unconnected molecules or ions with the total composition Cl2H2NOP in a non-equilibrium geometry, with ωB97M-V/def2-TZVPD.

```
7
Properties=species:S:1:pos:R:3:forces:R:3
N -2.4267 0.5707 -0.3222 -3.05 -3.75 3.75
O -2.5765 1.7325 -2.7127 -1.92 -0.13 -1.35
P -1.9552 1.5345 -1.4237 2.53 2.16 -3.73
Cl -0.3298 2.7126 -1.1467 2.09 1.83 0.73
Cl 1.1250 -0.6187 -0.6845 -0.06 0.01 -0.06
H -1.8729 0.5386 0.5180 0.36 -0.07 0.58
H 2.0629 -1.0365 0.0752 0.05 -0.05 0.08
```
Positions in Å, forces in eV/Å.

Computed properties:
Spin multiplicity   3
HOMO-LUMO gap (alpha / beta)   0.22964 / 0.25347 hartree
Total charge   0
<S²>   2.0093
Total energy   -1392.7888 hartree
Energy above the lowest of the compared OMol25 structures with the same formula, charge and spin   2.026 eV
Largest force on an atom   0.11900 hartree/bohr

Mulliken population analysis, charges in e, atoms 1 to 5:
1 N -0.3193
2 O -0.3511
3 P 0.4277
4 Cl -0.1631
5 Cl -0.2342


Record 3
Computed, not measured: a single Cl2H2NP molecule in a non-equilibrium geometry, with ωB97M-V/def2-TZVPD.

```
6
Properties=species:S:1:pos:R:3:forces:R:3
N 0.5225 -0.6120 0.3965 3.63 -3.03 -0.54
P -0.8411 0.1397 0.5225 -4.06 -0.55 -1.97
Cl -1.2913 0.3302 -1.8055 -0.02 -0.18 1.44
Cl -0.1764 1.9334 0.6456 0.84 2.82 0.51
H 0.4545 -1.6670 0.2902 0.48 1.99 0.11
H 1.3318 -0.1243 -0.0494 -0.87 -1.04 0.45
```
Positions in Å, forces in eV/Å.

Computed properties:
HOMO-LUMO gap   0.37587 hartree
Total charge   0
Total energy   -1317.7338 hartree
Energy above the lowest of the compared OMol25 structures with the same formula, charge and spin   0.312 eV
Largest force on an atom   0.09258 hartree/bohr

Mulliken population analysis, charges in e, atoms 1 to 5:
1 N -0.3789
2 P 0.3312
3 Cl -0.3887
4 Cl -0.1264
5 H 0.2788


Record 4
Computed, not measured: 2 unconnected molecules or ions with the total composition Cl2H3NP2 in a non-equilibrium geometry, with ωB97M-V/def2-TZVPD.

```
8
Properties=species:S:1:pos:R:3:forces:R:3
H -0.7814 1.4374 2.2758 -0.12 0.35 -0.89
N -0.4051 0.5285 2.4608 1.38 -1.43 0.27
P 0.6860 -0.2102 1.5720 -1.28 2.02 -0.05
H 0.9764 -1.2372 2.4357 0.05 -1.07 0.77
Cl 0.3478 1.4068 -1.5064 0.02 1.44 0.15
P 0.5313 -0.4662 -2.1330 -1.08 -0.96 -2.19
Cl -1.3158 -1.1877 -1.5522 -0.04 -0.32 0.27
H -0.0391 -0.2713 -3.5527 1.07 -0.04 1.67
```
Positions in Å, forces in eV/Å.

Computed properties:
HOMO-LUMO gap   0.31730 hartree
Total charge   0
Total energy   -1659.6153 hartree
Energy above the lowest of the compared OMol25 structures with the same formula, charge and spin   1.608 eV
Largest force on an atom   0.05105 hartree/bohr

Mulliken population analysis, charges in e, atoms 1 to 5:
1 H 0.2557
2 N -0.4687
3 P 0.1735
4 H 0.0557
5 Cl -0.1313


Record 5
Computed, not measured: a molecular structure, Cl2H6LiO3 in a non-equilibrium geometry, with ωB97M-V/def2-TZVPD.

```
12
Properties=species:S:1:pos:R:3:forces:R:3
Li -18.7635 1.6804 -4.7152 0.17 -1.30 -0.22
Cl -16.6485 0.7897 -5.3914 -0.22 0.60 0.12
Cl -20.1934 -0.4211 -4.5468 -0.09 0.65 0.20
O -20.1631 2.5996 -5.9756 0.33 0.32 0.19
H -20.9952 2.6375 -6.4472 -0.16 -0.40 -0.05
H -19.9800 3.5087 -5.7384 0.02 0.41 -0.04
O -19.0471 2.6898 -2.9139 0.12 0.20 -0.25
H -19.3441 2.1309 -2.1958 -0.18 -0.51 0.05
H -19.1466 3.5816 -2.5808 0.01 0.20 -0.05
O -22.2769 1.8038 -3.0746 -0.45 0.61 0.59
H -21.5171 1.6542 -3.6373 0.57 -0.75 -0.42
H -22.9570 2.1208 -3.6690 -0.14 -0.03 -0.12
```
Positions in Å, forces in eV/Å.

Computed properties:
HOMO-LUMO gap   0.23491 hartree
Total charge   -1
Total energy   -1157.4198 hartree
Energy above the lowest of the compared OMol25 structures with the same formula, charge and spin   1.003 eV
Largest force on an atom   0.02591 hartree/bohr

Mulliken population analysis, charges in e, atoms 1 to 5:
1 Li 0.6108
2 Cl -0.8985
3 Cl -0.8012
4 O -0.5140
5 H 0.2518


Record 6
Computed, not measured: a single Cl2HNS molecule in a non-equilibrium geometry, with ωB97M-V/def2-TZVPD.

```
5
Properties=species:S:1:pos:R:3:forces:R:3
N -0.1073 0.2525 -0.9186 -6.72 -0.65 -2.64
S -1.8875 0.0208 -0.8802 6.00 -0.03 0.57
Cl -2.6540 1.4255 0.3705 -0.25 0.07 0.24
Cl -2.4610 -1.6858 0.3057 0.34 0.95 -0.68
H 0.2533 0.0520 -0.0377 0.62 -0.33 2.51
```
Positions in Å, forces in eV/Å.

Computed properties:
HOMO-LUMO gap   0.30987 hartree
Total charge   0
Total energy   -1373.8371 hartree
Energy above the lowest of the compared OMol25 structures with the same formula, charge and spin   1.146 eV
Largest force on an atom   0.14088 hartree/bohr

Computed Mulliken charges, given in elementary charges:
1 N -0.4581
2 S 0.3773
3 Cl -0.0465
4 Cl -0.1158
5 H 0.2431


Record 7
Computed, not measured: a single Cl2HO3PS molecule in a non-equilibrium geometry, with ωB97M-V/def2-TZVPD.

```
8
Properties=species:S:1:pos:R:3:forces:R:3
O -0.1933 0.6815 0.3246 -0.04 0.37 0.03
P 1.3027 1.1511 0.3411 1.02 -0.06 -3.13
S 1.7414 3.0048 0.5093 -0.41 -1.25 -0.28
O 2.0887 0.2968 1.4025 0.52 -1.65 1.02
Cl 1.7193 -1.3717 1.7899 0.01 1.34 -0.41
O 1.8882 0.2545 -1.4639 -1.40 1.70 3.02
Cl 2.9646 -0.9870 -1.2469 0.29 -0.15 -0.02
H -0.3506 -0.1939 -0.0411 0.01 -0.31 -0.21
```
Positions in Å, forces in eV/Å.

Computed properties:
HOMO-LUMO gap   0.29393 hartree
Total charge   0
Total energy   -1886.1653 hartree
Energy above the lowest of the compared OMol25 structures with the same formula, charge and spin   1.004 eV
Largest force on an atom   0.07269 hartree/bohr

Mulliken population analysis, charges in e, atoms 1 to 5:
1 O -0.3999
2 P 0.8493
3 S -0.2671
4 O -0.2308
5 Cl 0.0884


Record 8
Computed, not measured: 2 unconnected molecules or ions with the total composition Cl2HOP in a non-equilibrium geometry, with ωB97M-V/def2-TZVPD.

```
5
Properties=species:S:1:pos:R:3:forces:R:3
O 1.1771 0.9768 0.5167 -0.22 1.48 0.40
P 2.2574 0.0586 0.8058 -0.44 -1.13 -0.66
Cl 1.5283 -1.6048 -0.2362 0.66 -0.34 0.26
Cl -2.4258 0.7909 -0.2508 0.42 3.86 2.24
H -2.5369 -0.2215 -0.8354 -0.42 -3.87 -2.23
```
Positions in Å, forces in eV/Å.

Computed properties:
HOMO-LUMO gap   0.36044 hartree
Total charge   0
Total energy   -1337.6005 hartree
Energy above the lowest of the compared OMol25 structures with the same formula, charge and spin   1.131 eV
Largest force on an atom   0.08729 hartree/bohr

Computed Mulliken charges, given in elementary charges:
1 O -0.2859
2 P 0.5061
3 Cl -0.2181
4 Cl -0.2002
5 H 0.1981